{
  "formula": "C46H38F3GeN4O2SV",
  "method": "ωB97M-V/def2-TZVPD",
  "homo_ev": [-4.06, -4.81],
  "multiplicity": 4,
  "energy_ha": -5864.06146,
  "s2": 3.82,
  "de_lowest_ev": 1.4113,
  "charge": -1,
  "homo_lumo_gap_ha": [0.2459, 0.2454],
  "elements": ["V", "C", "C", "C", "C", "C", "C", "C", "H", "H", "H", "H", "H", "H", "H", "H", "F", "C", "F", "F", "C", "C", "C", "C", "N", "C", "S", "H", "H", "H", "O", "C", "N", "C", "C", "O", "N", "C", "C", "C", "C", "C", "C", "C", "C", "C", "C", "C", "C", "H", "H", "H", "H", "H", "H", "H", "H", "H", "H", "H", "Ge", "C", "C", "C", "C", "C", "C", "C", "C", "C", "C", "C", "C", "H", "H", "H", "H", "H", "H", "H", "H", "H", "H", "H", "N", "C", "C", "C", "C", "C", "C", "H", "H", "H", "H", "H"],
  "positions_angstrom": [[-0.42, -0.17, 0.37], [2.00, -4.14, 0.76], [0.55, -3.99, 0.40], [0.15, -3.84, -0.92], [-1.19, -3.66, -1.25], [-2.15, -3.61, -0.25], [-1.77, -3.78, 1.07], [-0.43, -3.97, 1.39], [2.29, -5.19, 0.81], [2.21, -3.69, 1.73], [2.63, -3.65, 0.02], [0.90, -3.82, -1.71], [-1.47, -3.51, -2.29], [-3.18, -3.41, -0.51], [-2.51, -3.73, 1.86], [-0.14, -4.08, 2.43], [-4.69, 4.34, 1.19], [-4.16, 3.09, 1.16], [-5.07, 2.30, 1.75], [-4.09, 2.74, -0.12], [-2.83, 3.06, 1.87], [-2.29, 4.25, 2.33], [-1.06, 4.26, 2.96], [-0.43, 3.05, 3.13], [-0.94, 1.90, 2.72], [-2.10, 1.86, 2.03], [-2.63, 0.35, 1.35], [-2.84, 5.17, 2.18], [-0.60, 5.18, 3.30], [0.53, 2.98, 3.63], [-3.20, -0.27, -1.89], [-2.08, -0.37, -2.34], [-1.80, -0.35, -3.70], [-0.44, -0.72, -3.97], [0.10, -0.81, -2.51], [1.25, -1.09, -2.24], [-0.90, -0.56, -1.64], [0.33, 0.33, -4.78], [-0.36, 1.33, -5.45], [0.32, 2.28, -6.21], [1.70, 2.24, -6.29], [2.40, 1.24, -5.61], [1.72, 0.30, -4.86], [-0.32, -2.09, -4.67], [0.81, -2.89, -4.53], [0.90, -4.11, -5.17], [-0.14, -4.56, -5.97], [-1.26, -3.77, -6.13], [-1.35, -2.55, -5.48], [-2.57, -0.42, -4.34], [-1.44, 1.39, -5.37], [-0.24, 3.05, -6.72], [2.24, 2.98, -6.87], [3.48, 1.22, -5.65], [2.26, -0.46, -4.31], [1.61, -2.55, -3.88], [1.78, -4.72, -5.03], [-0.07, -5.52, -6.47], [-2.08, -4.11, -6.76], [-2.25, -1.96, -5.62], [0.10, -0.25, 2.98], [-1.12, -0.66, 4.46], [-1.36, -2.00, 4.75], [-2.20, -2.39, 5.78], [-2.83, -1.42, 6.56], [-2.61, -0.08, 6.29], [-1.77, 0.30, 5.25], [1.70, 0.63, 3.70], [2.83, 0.73, 2.90], [3.99, 1.33, 3.37], [4.04, 1.83, 4.67], [2.93, 1.71, 5.49], [1.77, 1.12, 5.01], [0.65, -1.69, 2.60], [-0.88, -2.77, 4.15], [-2.37, -3.44, 5.98], [-3.50, -1.71, 7.36], [-3.10, 0.68, 6.88], [-1.62, 1.35, 5.05], [2.78, 0.36, 1.88], [4.85, 1.42, 2.72], [4.95, 2.30, 5.03], [2.96, 2.09, 6.50], [0.91, 1.03, 5.67], [0.83, 0.98, 0.28], [1.43, 2.17, -0.02], [2.81, 2.28, -0.25], [3.40, 3.50, -0.54], [2.63, 4.65, -0.62], [1.25, 4.56, -0.42], [0.66, 3.35, -0.12], [3.41, 1.37, -0.22], [4.47, 3.55, -0.71], [3.09, 5.60, -0.86], [0.64, 5.45, -0.50], [-0.41, 3.28, 0.04]]
}